Entry 1:
Computed, not measured: a cluster of 2 separate species, C3H5O3 in total at a distorted geometry, with ωB97M-V with the def2-TZVPD basis set.

Summary:
Energy, eV: -9325.5432
Net charge: +1
Lowest unoccupied orbital energy, hartree: -0.216
Frontier orbital gap, eV: 11.28
HOMO, eV: -17.162
Energy relative to the best compared isomer or geometry (same formula, charge and spin), kJ/mol: 0.0

```
11
Properties=species:S:1:pos:R:3:mulliken_charge:R:1
O -0.83 -0.62 0.49 -0.095
O 3.91 0.63 0.14 -0.336
O 1.55 0.14 -0.02 -0.448
C -1.51 0.65 0.51 -0.523
C -0.42 -1.06 -0.58 0.174
C 2.74 0.39 0.06 0.764
H -0.84 1.24 1.11 0.248
H -1.69 0.95 -0.52 0.381
H -0.58 -0.56 -1.47 0.264
H 0.04 -2.10 -0.66 0.291
H -2.38 0.33 0.93 0.280
```

***

Entry 2:
Computed, not measured: the ion C3H5O3P with charge -2 at a distorted geometry, with ωB97M-V with the def2-TZVPD basis set.

Summary:
Energy, eV: -18622.2987
Net charge: -2
Lowest unoccupied orbital energy, hartree: 0.242
Frontier orbital gap, eV: 6.11
HOMO, eV: 0.479
Energy relative to the best compared isomer or geometry (same formula, charge and spin), kJ/mol: 73.5

```
12
Properties=species:S:1:pos:R:3:mulliken_charge:R:1
P -2.45 -0.12 0.09 0.767
O -2.30 0.50 -1.25 -0.695
O -2.75 0.72 1.31 -0.730
O -2.87 -1.63 0.12 -0.798
C 0.68 0.43 0.24 0.067
C -0.28 -0.49 0.40 -0.981
C 2.10 0.20 -0.22 -0.839
H 2.58 1.18 -0.59 0.219
H 0.32 1.39 0.35 0.368
H 2.87 -0.17 0.54 0.170
H 1.95 -0.57 -1.10 0.236
H 0.15 -1.44 0.11 0.216
```

***

Entry 3:
Computed, not measured: a structure of composition C3H5O4Tl at a distorted geometry, with ωB97M-V with the def2-TZVPD basis set.

Summary:
Energy, eV: -16076.0616
Net charge: -1
Multiplicity: 2
⟨S²⟩: 0.75
Lowest unoccupied orbital energy (alpha / beta), hartree: 0.115 / 0.112
Frontier orbital gap (alpha / beta), eV: 6.02 / 7.79
HOMO (alpha / beta), eV: -2.896 / -4.729
Energy relative to the best compared isomer or geometry (same formula, charge and spin), kJ/mol: 0.0

```
13
Properties=species:S:1:pos:R:3:mulliken_spin:R:1
Tl -3.82 0.26 4.07 0.022
O -2.44 2.11 6.45 0.020
O -1.77 0.68 4.87 -0.004
O -0.39 1.28 6.52 0.008
O -5.38 1.88 4.39 0.211
C -4.63 4.09 3.77 -0.033
C -5.01 3.08 4.82 0.645
C -1.46 1.37 5.89 0.028
H -3.73 3.75 3.22 0.029
H -5.58 3.47 5.69 0.035
H -4.42 5.07 4.23 -0.005
H -3.21 2.57 5.82 0.020
H -5.42 4.21 3.01 0.025
```

***

Entry 4:
Computed, not measured: a structure of composition C3H5O4Zn at a distorted geometry, with ωB97M-V with the def2-TZVPD basis set.

Summary:
Energy, eV: -59789.0887
Net charge: +1
Lowest unoccupied orbital energy, hartree: -0.273
Frontier orbital gap, eV: 6.91
HOMO, eV: -14.338
Energy relative to the best compared isomer or geometry (same formula, charge and spin), kJ/mol: 257.6

```
13
Properties=species:S:1:pos:R:3:mulliken_charge:R:1
Zn 0.71 -1.52 -1.39 0.760
O -0.51 -0.73 0.15 -0.471
O -2.32 -1.68 -0.69 -0.471
O 2.12 -0.60 -0.70 -0.494
O -1.96 0.51 -0.76 -0.402
C 1.83 0.17 0.38 0.012
C 0.37 0.57 0.50 -0.399
C -1.78 -0.70 -0.22 0.801
H 1.65 -0.37 1.43 0.234
H -2.75 0.93 -0.39 0.358
H 2.46 1.07 0.48 0.332
H 0.01 0.97 1.45 0.396
H 0.19 1.37 -0.23 0.343
```

***

Entry 5:
Computed, not measured: the ion C3H5O5S2 with charge -1 at a distorted geometry, with ωB97M-V with the def2-TZVPD basis set.

Summary:
Energy, eV: -35097.6135
Net charge: -1
Lowest unoccupied orbital energy, hartree: 0.129
Frontier orbital gap, eV: 7.95
HOMO, eV: -4.447
Energy relative to the best compared isomer or geometry (same formula, charge and spin), kJ/mol: 258.5

```
15
Properties=species:S:1:pos:R:3:mulliken_charge:R:1
S -3.10 0.14 -0.76 0.732
S -0.01 0.87 -0.55 1.157
O 0.03 1.54 -1.85 -0.641
O -0.56 -1.82 -0.09 -0.554
O -3.09 -1.31 -0.37 -0.621
O -4.20 0.86 -0.07 -0.514
O -1.46 0.82 0.05 -0.515
C 2.24 1.46 0.69 -0.654
C 0.33 -1.07 -0.85 -0.484
C 0.97 1.86 0.51 -0.367
H 2.67 0.51 0.46 0.169
H -1.56 -1.51 -0.35 0.414
H 2.98 2.18 1.04 0.219
H 0.30 -1.08 -1.91 0.286
H 1.33 -1.30 -0.54 0.373
```

***

Entry 6:
Computed, not measured: an isolated molecule of C3H5OP at a distorted geometry, with ωB97M-V with the def2-TZVPD basis set.

Summary:
Energy, eV: -14524.2524
Net charge: 0
Lowest unoccupied orbital energy (alpha / beta), hartree: -0.054 / -0.024
Frontier orbital gap (alpha / beta), eV: 7.84 / 8.60
HOMO (alpha / beta), eV: -9.301 / -9.246
Energy relative to the best compared isomer or geometry (same formula, charge and spin), kJ/mol: 267.8

```
10
Properties=species:S:1:pos:R:3:mulliken_charge:R:1
P 1.04 0.54 -1.67 0.169
O 0.54 -0.38 -2.70 -0.470
C -0.88 -0.89 0.03 -0.907
C 0.12 0.15 -0.19 0.421
C 0.76 1.19 1.22 -0.743
H 1.49 1.90 0.93 0.314
H -1.53 -0.93 -0.85 0.291
H -1.48 -0.73 0.93 0.352
H 0.33 1.03 2.18 0.316
H -0.39 -1.87 0.11 0.257
```

***

Entry 7:
Computed, not measured: an isolated molecule of C3H5OP at a distorted geometry, with ωB97M-V with the def2-TZVPD basis set.

Summary:
Energy, eV: -14525.9986
Net charge: 0
Lowest unoccupied orbital energy, hartree: -0.033
Frontier orbital gap, eV: 7.89
HOMO, eV: -8.785
Energy relative to the best compared isomer or geometry (same formula, charge and spin), kJ/mol: 99.3

```
10
Properties=species:S:1:pos:R:3:mulliken_charge:R:1
P 2.03 -1.78 -0.98 0.411
O 3.10 -1.15 -1.81 -0.400
C 0.58 -0.19 -0.44 -0.728
C -0.53 -0.43 0.22 0.242
C -1.24 0.80 0.74 -0.996
H 1.11 0.78 -0.65 0.257
H -0.81 -1.42 0.29 0.373
H -0.78 1.70 0.46 0.319
H -2.27 0.68 0.33 0.243
H -1.19 1.01 1.84 0.280
```

***

Entry 8:
Computed, not measured: a structure of composition C3H5OP at a distorted geometry, with ωB97M-V with the def2-TZVPD basis set.

Summary:
Energy, eV: -14521.8589
Net charge: 0
Multiplicity: 3
⟨S²⟩: 2.01
Lowest unoccupied orbital energy (alpha / beta), hartree: 0.035 / -0.097
Frontier orbital gap (alpha / beta), eV: 7.42 / 6.98
HOMO (alpha / beta), eV: -6.451 / -9.612
Energy relative to the best compared isomer or geometry (same formula, charge and spin), kJ/mol: 280.2

```
10
Properties=species:S:1:pos:R:3:mulliken_spin:R:1
P 0.90 0.81 1.96 1.088
O -1.02 -0.37 -1.09 0.022
C 0.39 -0.30 -0.83 -0.048
C 0.09 0.32 0.63 0.791
C -1.33 0.13 0.19 -0.094
H 1.04 0.49 -1.30 0.029
H 2.29 0.33 1.64 0.009
H -1.98 -0.72 0.77 0.113
H 0.74 -1.28 -0.77 0.029
H -2.11 0.93 0.19 0.061
```

***

Entry 9:
Computed, not measured: the ion C3H5OS with charge -1 at a distorted geometry, with ωB97M-V with the def2-TZVPD basis set.

Summary:
Energy, eV: -16074.2709
Net charge: -1
Lowest unoccupied orbital energy, hartree: 0.148
Frontier orbital gap, eV: 6.43
HOMO, eV: -2.407
Energy relative to the best compared isomer or geometry (same formula, charge and spin), kJ/mol: 141.1

```
10
Properties=species:S:1:pos:R:3:mulliken_charge:R:1
S -0.76 0.33 2.56 -0.658
O 0.02 -0.84 -2.30 -0.513
C -0.62 -0.43 -1.35 0.046
C 0.32 -0.11 1.15 -0.685
C 0.00 0.47 -0.23 -0.480
H 0.98 0.71 -0.82 0.216
H 1.38 0.24 1.43 0.150
H -0.52 1.53 -0.27 0.278
H -1.63 -0.79 -1.23 0.371
H 0.83 -1.12 1.06 0.275
```

***

Entry 10:
Computed, not measured: a structure of composition C3H5OS3 at a distorted geometry, with ωB97M-V with the def2-TZVPD basis set.

Summary:
Energy, eV: -37745.8999
Net charge: -1
Lowest unoccupied orbital energy, hartree: 0.120
Frontier orbital gap, eV: 7.22
HOMO, eV: -3.941

```
12
Properties=species:S:1:pos:R:3:mulliken_charge:R:1
S 0.55 1.89 -0.77 -0.300
S -1.53 0.97 1.10 -0.315
S 0.65 -1.99 1.39 -0.430
O 2.30 -0.03 0.66 -0.593
C 1.18 -0.52 0.74 0.266
C -0.83 -0.47 -0.98 -1.427
C -0.26 0.48 -0.03 0.403
H -1.31 -0.05 -1.88 0.388
H 1.88 1.47 -0.67 0.148
H -1.25 0.48 2.41 0.122
H -1.35 -1.32 -0.50 0.311
H -0.04 -0.91 -1.48 0.427
```